(1)
{
  "formula": "C5H8O",
  "method": "ωB97M-V with the def2-TZVPD basis set",
  "species": ["C", "O", "C", "C", "C", "C", "H", "H", "H", "H", "H", "H", "H", "H"],
  "coordinates": [[1.118, -0.609, -2.219], [0.128, 0.387, -2.163], [-0.781, 0.178, -1.106], [-0.194, 0.230, 0.246], [-0.685, -0.033, 1.415], [-1.053, 0.185, 2.732], [0.678, -1.600, -2.418], [1.793, -0.347, -3.036], [1.685, -0.661, -1.278], [-1.536, 0.967, -1.211], [-1.296, -0.793, -1.246], [-1.196, -0.653, 3.407], [-1.292, 1.179, 3.108], [-1.621, -0.722, 1.562]],
  "lowdin_charge": [-0.133, -0.203, -0.272, 0.044, -0.279, 0.020, 0.087, 0.087, 0.076, 0.134, 0.131, 0.058, 0.070, 0.179],
  "de_lowest_kcal_mol": 139.1,
  "homo_energy_ev": [-7.99, -7.99],
  "orbital_gap_ha": [0.2813, 0.2815]
}

(2)
{
  "formula": "C5H8O",
  "method": "ωB97M-V with the def2-TZVPD basis set",
  "species": ["C", "C", "C", "C", "C", "O", "H", "H", "H", "H", "H", "H", "H", "H"],
  "coordinates": [[-1.906, 1.202, -0.708], [-1.514, -0.197, -0.375], [-0.246, -0.670, -0.296], [0.886, 0.130, -0.667], [2.150, -0.319, -0.052], [2.149, -1.232, 1.043], [-2.711, 1.215, -1.452], [-2.307, 1.685, 0.194], [-1.042, 1.773, -1.060], [-0.108, -1.686, 0.090], [-2.327, -0.869, -0.093], [2.784, 0.556, 0.167], [2.669, -0.830, -0.882], [1.670, -0.797, 1.760]],
  "lowdin_charge": [-0.101, -0.116, -0.178, 0.049, -0.329, -0.093, 0.079, 0.086, 0.063, 0.105, 0.105, 0.113, 0.131, 0.085],
  "de_lowest_kcal_mol": 95.5,
  "homo_energy_ev": -8.18,
  "orbital_gap_ha": 0.2814
}

(3)
{
  "formula": "C5H8O",
  "method": "ωB97M-V with the def2-TZVPD basis set",
  "species": ["O", "C", "C", "C", "C", "C", "H", "H", "H", "H", "H", "H", "H", "H"],
  "coordinates": [[-2.169, 0.825, 0.232], [-1.037, 0.146, -0.288], [0.197, 1.108, -0.170], [1.385, 0.306, 0.239], [1.183, -1.000, 0.302], [-0.230, -1.423, -0.053], [-1.944, 1.499, 0.895], [-1.358, -0.028, -1.321], [-0.009, 1.870, 0.603], [0.415, 1.681, -1.083], [2.287, 0.811, 0.558], [1.959, -1.657, 0.707], [-0.285, -1.740, -1.103], [-0.395, -2.398, 0.483]],
  "lowdin_charge": [-0.049, -0.251, -0.156, -0.136, -0.139, -0.077, 0.085, 0.116, 0.109, 0.119, 0.098, 0.100, 0.081, 0.100],
  "de_lowest_kcal_mol": 54.5,
  "homo_energy_ev": -9.17,
  "smiles": "OC1CC=CC1",
  "orbital_gap_ha": 0.3735
}

(4)
{
  "formula": "C5H8O",
  "method": "ωB97M-V with the def2-TZVPD basis set",
  "species": ["C", "C", "C", "C", "C", "O", "H", "H", "H", "H", "H", "H", "H", "H"],
  "coordinates": [[0.847, -1.163, -0.663], [-1.171, 0.277, -1.382], [0.258, -0.669, 0.725], [-0.138, 0.805, 0.932], [-1.089, 1.153, -0.176], [-0.465, 1.370, -1.464], [0.738, -2.250, -0.676], [1.898, -0.882, -0.683], [0.495, -0.891, -1.668], [-0.635, -1.250, 0.989], [1.038, -0.939, 1.440], [-0.635, 0.974, 1.903], [0.722, 1.489, 0.938], [-1.951, 1.786, -0.009]],
  "lowdin_charge": [-0.112, 0.053, -0.228, -0.172, -0.299, 0.005, 0.075, 0.072, 0.039, 0.108, 0.098, 0.119, 0.119, 0.124],
  "de_lowest_kcal_mol": 94.6,
  "homo_energy_ev": -9.16,
  "orbital_gap_ha": 0.3712
}

(5)
{
  "formula": "C5H8O",
  "method": "ωB97M-V with the def2-TZVPD basis set",
  "species": ["C", "C", "C", "C", "O", "C", "H", "H", "H", "H", "H", "H", "H", "H"],
  "coordinates": [[-3.123, -0.481, 0.353], [-2.167, 0.218, 0.573], [-0.866, 0.883, 0.663], [0.101, 0.009, -0.132], [1.344, 0.645, -0.270], [2.350, -0.288, -0.573], [-3.968, -1.093, 0.134], [-0.521, 0.976, 1.698], [-0.902, 1.891, 0.238], [0.213, -0.951, 0.394], [-0.339, -0.209, -1.118], [2.561, -0.932, 0.295], [2.064, -0.933, -1.419], [3.253, 0.265, -0.837]],
  "lowdin_charge": [0.111, -0.154, -0.180, -0.270, -0.182, -0.122, 0.024, 0.122, 0.123, 0.128, 0.131, 0.090, 0.090, 0.088],
  "de_lowest_kcal_mol": 60.1,
  "homo_energy_ev": -9.98,
  "smiles": "C#CCCOC",
  "orbital_gap_ha": 0.4051
}

(6)
{
  "formula": "C5H8O",
  "method": "ωB97M-V with the def2-TZVPD basis set",
  "species": ["O", "C", "C", "C", "C", "C", "H", "H", "H", "H", "H", "H", "H", "H"],
  "coordinates": [[-0.479, 2.382, 0.434], [-0.266, 1.238, 0.128], [-1.300, 0.135, 0.135], [-0.499, -1.102, -0.271], [0.921, -0.717, 0.183], [1.090, 0.731, -0.234], [-1.688, 0.062, 1.157], [-2.141, 0.408, -0.505], [-0.860, -2.017, 0.202], [-0.541, -1.250, -1.359], [1.718, -1.360, -0.178], [0.940, -0.683, 1.309], [1.858, 1.290, 0.307], [1.246, 0.883, -1.308]],
  "lowdin_charge": [0.088, -0.436, -0.113, -0.187, -0.198, -0.126, 0.130, 0.123, 0.106, 0.114, 0.106, 0.134, 0.126, 0.133],
  "de_lowest_kcal_mol": 3.2,
  "homo_energy_ev": -9.33,
  "smiles": "O=C1CCCC1",
  "orbital_gap_ha": 0.3809
}

(7)
{
  "formula": "C5H8O",
  "method": "ωB97M-V with the def2-TZVPD basis set",
  "species": ["O", "C", "C", "C", "C", "C", "H", "H", "H", "H", "H", "H", "H", "H"],
  "coordinates": [[-0.579, -1.938, 0.660], [-0.006, -0.682, 1.000], [-0.929, 0.498, 0.730], [-0.452, 0.466, -0.726], [0.920, 1.018, -0.894], [0.797, -0.360, -0.304], [-0.429, -1.995, -0.298], [0.410, -0.815, 2.009], [-1.996, 0.366, 0.913], [-0.558, 1.379, 1.267], [-1.137, 0.354, -1.561], [1.156, 1.083, -1.965], [1.363, 1.824, -0.322], [1.441, -1.199, -0.510]],
  "lowdin_charge": [-0.047, -0.343, -0.091, -0.197, -0.091, -0.162, 0.082, 0.141, 0.114, 0.117, 0.133, 0.114, 0.100, 0.130],
  "de_lowest_kcal_mol": 66.8,
  "homo_energy_ev": -9.66,
  "smiles": "O[C@@H]1C[C@H]2C[C@H]21",
  "orbital_gap_ha": 0.3970
}

(8)
{
  "formula": "C5H8O",
  "method": "ωB97M-V with the def2-TZVPD basis set",
  "species": ["C", "C", "C", "C", "C", "O", "H", "H", "H", "H", "H", "H", "H", "H"],
  "coordinates": [[-1.652, -0.250, 0.342], [-0.193, 0.130, 0.282], [0.352, 1.031, -0.753], [0.766, -0.441, -0.791], [1.969, -0.895, -0.186], [0.428, 0.228, 1.539], [-1.783, -1.236, 0.804], [-2.198, 0.484, 0.949], [-2.100, -0.275, -0.655], [1.116, 1.741, -0.448], [-0.310, 1.357, -1.549], [0.338, -1.079, -1.560], [2.593, -0.106, 0.248], [0.674, -0.688, 1.780]],
  "lowdin_charge": [-0.003, -0.521, -0.035, -0.323, 0.148, -0.012, 0.089, 0.094, 0.088, 0.119, 0.111, 0.121, 0.012, 0.110],
  "de_lowest_kcal_mol": 113.7,
  "homo_energy_ev": [-8.18, -8.09],
  "orbital_gap_ha": [0.2911, 0.2904]
}